Record 1
Computed, not measured: one molecule with the formula C6H6N2OS in a non-equilibrium geometry, with ωB97M-V with the def2-TZVPD basis set.

Values from the calculation:
**Gap between HOMO and LUMO**: 7.494 eV
**Electronic energy**: -22175.8429 eV
**Relative energy (zero: lowest compared OMol25 entry of this formula, charge and spin)**: 5.667 eV

Each line ends with the Mulliken charge.
Positions of all 16 atoms, in Å:
C (4.1880, 0.5606, 0.1967)  -0.02
C (2.7975, -1.5420, 0.3005)  -0.70
C (1.4873, -1.8768, 0.2119)  -0.20
C (1.8313, 0.5216, -0.3966)  -0.14
C (2.9424, -0.1026, 0.0164)  0.53
C (-2.4577, 0.8932, 0.2446)  -0.48
N (5.1108, 1.2355, 0.2398)  -0.42
N (-0.5272, -0.3710, 0.6468)  -0.41
O (-1.9130, -0.3802, 0.3414)  -0.22
S (0.4907, -0.6791, -0.5544)  0.15
H (3.3993, -2.1069, 0.8894)  0.43
H (0.9036, -2.7685, 0.4816)  0.38
H (1.8951, 1.4176, -1.0223)  0.38
H (-3.5236, 0.6820, -0.0299)  0.23
H (-2.0556, 1.4366, -0.5793)  0.24
H (-2.5120, 1.3501, 1.2692)  0.22



Record 2
Computed, not measured: a 5-piece molecular cluster, C12H20Cl8F3N3O4 overall in a non-equilibrium geometry, with ωB97M-V with the def2-TZVPD basis set.

Values from the calculation:
**Gap between HOMO and LUMO**: 8.302 eV
**Electronic energy**: -133760.3310 eV

Each line ends with the Mulliken charge.
Positions of all 50 atoms, in Å:
N (3.1714, -1.4394, 1.0572)  -0.10
C (2.4401, -0.3913, 0.6896)  0.23
N (1.4293, -0.6018, -0.1970)  -0.43
C (0.3511, 0.3943, 0.1281)  0.23
C (-0.9399, 0.2016, -0.6217)  -0.74
C (-2.0781, 0.4264, 0.3793)  -0.78
O (-3.2835, 0.6889, -0.2876)  -0.36
C (-4.3567, 0.7707, 0.6256)  -0.70
C (-4.9708, -0.5902, 0.9233)  0.84
F (-4.9545, -1.3905, -0.1417)  -0.20
F (-6.2592, -0.4066, 1.2758)  -0.29
F (-4.3958, -1.2237, 1.9491)  -0.27
O (0.9196, 1.6336, -0.0848)  -0.30
C (1.8353, 1.9253, 0.9317)  0.12
C (1.1557, 2.4334, 2.2111)  0.41
O (0.5646, 3.5227, 2.1022)  -0.70
O (1.2640, 1.6949, 3.2315)  -0.74
N (2.7183, 0.7836, 1.2351)  -0.20
H (4.0552, -1.3282, 1.5252)  0.11
H (2.8185, -2.3685, 0.9303)  0.18
H (1.0459, -1.5357, -0.0974)  0.33
H (0.1422, 0.2720, 1.2013)  0.56
H (-0.9971, -0.8490, -0.9089)  0.26
H (-1.0254, 0.8392, -1.4913)  0.17
H (-1.7695, 1.2470, 1.0390)  0.55
H (-2.1192, -0.4575, 1.0222)  0.38
H (-3.9682, 1.1610, 1.5673)  0.39
H (-5.1028, 1.4595, 0.2549)  0.40
H (2.4490, 2.7356, 0.5525)  0.30
H (2.8442, 0.6832, 2.2456)  0.28
C (6.1204, -2.8194, 3.6852)  -0.24
Cl (5.1436, -1.3777, 3.9892)  -0.12
Cl (6.0441, -3.3064, 1.9846)  -0.16
H (7.1505, -2.6018, 3.9397)  0.28
H (5.7434, -3.6299, 4.2970)  0.28
C (-0.5465, 3.9050, -2.0143)  0.13
Cl (-2.2299, 4.2733, -2.4035)  -0.17
Cl (0.1080, 2.6478, -3.0800)  -0.17
H (0.0461, 4.8030, -2.1362)  0.35
H (-0.4895, 3.5541, -0.9884)  -0.11
C (3.4194, -0.1144, -3.0760)  0.24
Cl (5.0278, -0.3426, -2.3648)  -0.18
Cl (3.3305, -0.7672, -4.7146)  -0.17
H (2.6904, -0.6226, -2.4583)  -0.08
H (3.2036, 0.9472, -3.1105)  0.20
C (-5.5963, -3.0322, -2.8331)  -0.09
Cl (-3.9224, -2.5518, -3.1393)  -0.14
Cl (-6.6482, -2.6517, -4.2015)  -0.16
H (-5.6235, -4.1015, -2.6613)  0.30
H (-5.9550, -2.5018, -1.9612)  0.09



Record 3
Computed, not measured: a 8-piece molecular cluster, C63H84BFN10O4P overall in a non-equilibrium geometry, with ωB97M-V with the def2-TZVPD basis set.

Values from the calculation:
**Gap between HOMO and LUMO**: 7.783 eV
**Total charge**: +1
**Electronic energy**: -102460.3093 eV
**Relative energy (zero: lowest compared OMol25 entry of this formula, charge and spin)**: 0.000 eV

Each line ends with the Mulliken charge.
Positions of all 164 atoms, in Å:
C (-2.5786, -4.3324, 1.8638)  -1.44
C (-1.6851, -3.4293, 2.7318)  -0.15
C (-0.4963, -2.8150, 1.9768)  -0.30
C (-0.9614, -1.9478, 0.7881)  -1.67
C (-0.1637, -0.6620, 0.4012)  1.34
C (1.2797, -0.6899, 0.9260)  -2.11
C (2.1491, -1.9229, 0.7159)  -0.15
O (1.7770, -2.9458, 0.1930)  -0.58
C (3.5673, -1.7875, 1.1860)  0.48
C (4.4852, -2.7461, 0.7617)  -0.30
C (5.8066, -2.7062, 1.1703)  -1.01
C (6.2247, -1.6917, 2.0235)  -0.47
C (5.3187, -0.7314, 2.4481)  -1.08
C (3.9988, -0.7637, 2.0343)  -0.46
C (-0.8319, 0.5975, 1.1103)  0.57
C (0.1285, 1.8119, 1.2934)  0.17
C (-0.5966, 3.1737, 1.3058)  -2.26
N (0.2173, 4.2911, 1.7672)  0.53
C (0.8944, 5.1056, 0.7581)  -0.85
C (1.6315, 4.3789, -0.3759)  -0.58
C (0.9073, 4.1330, 2.9979)  0.72
C (2.3571, 3.6587, 3.0229)  -1.06
O (0.3481, 4.3419, 4.0449)  -0.58
P (-1.4137, 0.1425, 2.8685)  0.21
C (-1.1972, 1.5409, 4.0111)  -1.03
C (-3.2423, 0.0296, 2.7500)  -1.29
O (-1.9586, 1.1290, 0.3901)  -0.68
C (-2.6195, 0.4002, -0.6168)  0.77
B (-3.4188, 1.4217, -1.5510)  1.22
N (-4.5995, 1.0304, -2.3195)  -0.43
O (-2.9667, 2.7219, -1.6639)  -0.71
C (-1.7343, -0.4733, -1.5227)  -1.41
N (-0.2675, -0.4513, -1.1440)  1.04
C (0.2388, 0.8743, -1.6170)  -0.80
C (0.3856, -1.4577, -2.0705)  -0.07
F (0.0026, -2.7288, -1.7894)  -0.40
C (1.9081, -1.3496, -2.2740)  -0.59
C (2.2902, -0.9163, -3.7007)  -1.76
H (-2.3109, -5.3831, 1.9641)  0.24
H (-3.6138, -4.2567, 2.2059)  0.39
H (-2.5733, -4.0542, 0.8091)  0.27
H (-2.2481, -2.6705, 3.2752)  0.45
H (-1.2336, -4.0679, 3.4962)  0.46
H (0.1041, -3.6594, 1.6442)  -0.84
H (0.0914, -2.2748, 2.7168)  -0.02
H (-1.0111, -2.6319, -0.0517)  1.39
H (-2.0102, -1.6871, 0.9533)  0.32
H (1.1877, -0.5698, 2.0078)  1.06
H (1.8797, 0.1314, 0.5388)  1.16
H (4.1235, -3.5343, 0.1131)  0.51
H (6.4803, -3.4828, 0.8353)  0.43
H (7.2551, -1.6607, 2.3507)  0.42
H (5.6587, 0.0493, 3.1168)  0.48
H (3.2938, -0.0200, 2.3822)  0.72
H (0.7305, 1.6715, 2.1911)  0.25
H (0.8618, 1.8879, 0.4916)  0.00
H (-1.5229, 3.1295, 1.8770)  0.20
H (-0.9036, 3.3960, 0.2837)  0.56
H (0.1691, 5.8059, 0.3379)  0.42
H (1.6267, 5.7227, 1.2854)  0.43
H (0.9663, 3.6856, -0.8944)  -0.04
H (2.5176, 3.8684, -0.0029)  0.17
H (1.9358, 5.1176, -1.1187)  0.49
H (2.4067, 2.8086, 3.7042)  0.27
H (2.7102, 3.3847, 2.0324)  0.19
H (2.9729, 4.4445, 3.4600)  0.41
H (-1.4845, 1.1632, 4.9934)  0.75
H (-1.7838, 2.4444, 3.8315)  0.30
H (-0.1570, 1.8415, 4.1097)  0.22
H (-3.5638, -0.7966, 2.1203)  0.28
H (-3.6694, 0.9594, 2.3651)  0.10
H (-3.6083, -0.0936, 3.7689)  0.61
H (-3.3806, -0.2556, -0.1657)  -0.46
H (-5.1992, 0.3669, -1.8340)  0.15
H (-4.3896, 0.5948, -3.2139)  0.26
H (-2.8961, 2.9693, -2.5951)  0.28
H (-2.0751, -1.4995, -1.6194)  0.22
H (-1.7630, -0.0651, -2.5372)  0.76
H (-0.4279, 1.6746, -1.3050)  0.16
H (1.2284, 1.0897, -1.2294)  0.43
H (0.3040, 0.8804, -2.7036)  0.41
H (-0.0440, -1.2477, -3.0542)  0.95
H (2.4000, -0.7344, -1.5235)  0.08
H (2.2992, -2.3535, -2.1224)  0.56
H (2.5611, -1.7796, -4.3055)  0.38
H (1.4907, -0.3818, -4.2169)  0.37
H (3.1538, -0.2522, -3.6955)  0.46
N (4.3504, 1.8259, -5.8200)  -0.53
C (5.1262, 2.6569, -5.1232)  -0.18
C (6.4993, 2.7489, -5.2863)  -0.36
C (7.1056, 1.9282, -6.2237)  -0.28
C (6.3163, 1.0573, -6.9574)  -0.35
C (4.9503, 1.0465, -6.7193)  -0.28
H (4.6153, 3.2822, -4.3987)  0.44
H (7.0769, 3.4483, -4.6979)  0.37
H (8.1758, 1.9701, -6.3816)  0.41
H (6.7474, 0.4002, -7.7001)  0.38
H (4.2987, 0.3818, -7.2764)  0.38
N (-5.9711, 2.3187, 1.6285)  -0.02
C (-5.8329, 3.0347, 0.5108)  -0.78
C (-6.4113, 4.2760, 0.3119)  -1.26
C (-7.1886, 4.8078, 1.3287)  -0.33
C (-7.3480, 4.0791, 2.4959)  -0.62
C (-6.7186, 2.8475, 2.5964)  -0.30
H (-5.2280, 2.5776, -0.2610)  1.39
H (-6.2581, 4.8084, -0.6165)  0.46
H (-7.6618, 5.7740, 1.2129)  0.42
H (-7.9453, 4.4558, 3.3144)  0.42
H (-6.8145, 2.2507, 3.4971)  0.45
N (1.1778, 0.2374, 6.2681)  -0.03
C (1.8976, -0.6829, 6.9090)  -0.19
C (2.1103, -0.6717, 8.2793)  -0.68
C (1.5491, 0.3517, 9.0269)  -0.15
C (0.7972, 1.3173, 8.3770)  -0.98
C (0.6410, 1.2099, 7.0044)  0.11
H (2.3228, -1.4657, 6.2901)  0.41
H (2.7023, -1.4465, 8.7464)  0.38
H (1.6951, 0.3952, 10.0985)  0.39
H (0.3406, 2.1339, 8.9189)  0.39
H (0.0651, 1.9473, 6.4565)  0.37
N (7.3833, 6.1199, -6.5414)  -0.51
C (6.8010, 5.4269, -7.5182)  -0.11
C (5.8702, 5.9629, -8.3948)  -0.46
C (5.5234, 7.2964, -8.2491)  -0.23
C (6.1196, 8.0331, -7.2383)  -0.34
C (7.0396, 7.4004, -6.4155)  -0.21
H (7.1007, 4.3885, -7.5965)  0.42
H (5.4312, 5.3499, -9.1700)  0.36
H (4.8014, 7.7544, -8.9129)  0.38
H (5.8792, 9.0767, -7.0892)  0.35
H (7.5303, 7.9435, -5.6153)  0.37
N (0.7689, -7.3835, -1.5001)  -0.46
C (0.1173, -8.2934, -2.2232)  -0.52
C (-0.7059, -7.9738, -3.2967)  -0.31
C (-0.8747, -6.6377, -3.6275)  -0.61
C (-0.2001, -5.6846, -2.8802)  -0.27
C (0.6085, -6.1093, -1.8436)  -0.39
H (0.2601, -9.3254, -1.9231)  0.38
H (-1.2112, -8.7549, -3.8474)  0.39
H (-1.5232, -6.3475, -4.4442)  0.40
H (-0.2983, -4.6295, -3.0844)  0.43
H (1.1490, -5.3856, -1.2386)  0.86
N (0.7696, -5.1825, 3.6438)  -0.58
C (0.9403, -5.4264, 2.3446)  0.12
C (0.3836, -6.5098, 1.6789)  -0.42
C (-0.3933, -7.3947, 2.4087)  -0.38
C (-0.5788, -7.1615, 3.7626)  -0.49
C (0.0202, -6.0453, 4.3286)  -0.28
H (1.5531, -4.7073, 1.8088)  0.74
H (0.5486, -6.6464, 0.6166)  0.38
H (-0.8472, -8.2531, 1.9289)  0.43
H (-1.1759, -7.8281, 4.3700)  0.41
H (-0.1045, -5.8271, 5.3837)  0.42
N (-8.1967, 0.3554, -1.7449)  -0.42
C (-9.1485, -0.4747, -2.1700)  -0.28
C (-9.9183, -1.2585, -1.3238)  -0.38
C (-9.6856, -1.1814, 0.0401)  -0.34
C (-8.6988, -0.3242, 0.4997)  -0.72
C (-7.9888, 0.4212, -0.4291)  0.12
H (-9.2989, -0.5091, -3.2435)  0.38
H (-10.6799, -1.9123, -1.7259)  0.37
H (-10.2647, -1.7785, 0.7327)  0.38
H (-8.4820, -0.2303, 1.5552)  0.41
H (-7.2156, 1.1061, -0.1098)  0.51